Computed, not measured: a molecular structure, C17H21I2N8O3SW, with ωB97M-V/def2-TZVPD.

For the HOMO energy (alpha / beta), the calculation gives -11.10 / -11.33 eV. As for the energy relative to the best compared isomer or geometry (same formula, charge and spin): 10.47 kcal per mole. The calculation puts the energy at -2384.7140 Ha.

Structure (ORCA input):
```
! wB97M-V def2-TZVPD RIJCOSX def2/J DEFGRID3
* xyz 1 3
W 0.498 0.021 -0.565
C 3.079 -0.251 -2.911
C 3.507 -0.027 -1.498
C 4.881 0.270 -1.302
C 5.368 0.512 -0.063
C 4.514 0.398 1.059
C 4.978 0.582 2.379
C 4.124 0.429 3.434
C 2.785 0.066 3.203
C 2.309 -0.113 1.928
S 0.646 -0.629 1.669
C 3.172 0.078 0.827
N 2.677 -0.074 -0.465
H 3.889 -0.750 -3.442
H 2.908 0.711 -3.400
H 2.172 -0.833 -3.005
H 5.516 0.316 -2.175
H 6.408 0.772 0.087
H 6.018 0.840 2.533
H 4.472 0.569 4.448
H 2.119 -0.083 4.043
N -0.574 4.020 -0.582
N 0.815 4.050 -0.580
C 1.586 2.960 -0.394
O 2.783 2.914 -0.394
O 0.818 1.821 -0.222
H -0.926 4.299 -1.488
H -0.933 4.628 0.142
H 1.330 4.904 -0.741
C -5.564 -0.696 2.106
C -5.583 -1.653 0.921
C -4.791 -2.922 1.213
C -5.131 -0.980 -0.368
N -3.705 -0.594 -0.339
C -2.617 -1.289 -0.656
N -1.591 -0.512 -0.399
N -2.053 0.652 0.068
N -3.327 0.628 0.110
H -5.922 -1.201 3.002
H -6.196 0.175 1.933
H -4.553 -0.339 2.318
H -6.621 -1.936 0.717
H -3.765 -2.693 1.516
H -4.757 -3.598 0.355
H -5.244 -3.470 2.038
H -5.669 -0.055 -0.566
H -5.243 -1.635 -1.232
H -2.594 -2.290 -1.051
I -0.288 0.913 -3.068
I 1.454 -0.133 -6.448
O 1.168 -4.053 -1.802
C 0.948 -2.937 -1.564
N 0.703 -1.783 -1.329
*
```

Computed, not measured: a molecular structure, C17H21N3O2S3 in a non-equilibrium geometry, with ωB97M-V/def2-TZVPD.

For the HOMO energy, the calculation gives -7.55 eV. The calculation puts the energy at -2169.1852 Ha.

Structure (ORCA input):
```
! wB97M-V def2-TZVPD RIJCOSX def2/J DEFGRID3
* xyz 0 1
C -5.205 -0.918 -0.388
H -5.770 -0.552 -1.248
H -5.699 -1.214 0.319
C -4.273 0.156 -0.007
C -3.367 -0.507 0.961
C -2.473 0.676 1.608
N -1.762 1.130 0.589
C -0.382 1.120 0.055
O 0.111 1.513 -0.950
C 0.524 0.351 1.214
H 1.475 0.693 0.964
H 0.227 0.881 2.127
S 0.114 -1.566 1.173
C 0.224 -1.686 -0.465
C 0.697 -3.197 -0.761
O -0.061 -4.158 -0.786
N 2.082 -3.546 -0.318
C 3.018 -2.541 -0.079
N 3.109 -1.105 -0.347
C 4.182 -0.573 0.093
C 5.162 -1.496 0.223
S 4.521 -3.020 0.464
H 6.221 -1.153 0.611
C 4.284 0.857 0.031
C 3.438 1.880 -0.869
C 4.007 3.056 -0.615
C 5.196 2.942 -0.115
S 5.859 1.758 0.309
H 5.712 3.966 0.127
H 3.385 3.837 -0.874
H 2.474 1.554 -1.039
H 2.286 -4.386 -0.494
H 0.924 -1.019 -0.925
H -0.814 -1.830 -0.963
C -2.556 1.752 -0.606
C -3.449 0.959 -1.089
H -4.111 1.204 -2.058
H -2.922 -0.029 -1.329
H -1.897 2.228 -1.394
H -3.196 2.789 -0.089
H -1.670 0.293 2.481
H -3.119 1.676 2.222
H -4.067 -0.707 2.007
H -2.875 -1.325 0.766
H -5.044 1.059 0.366
H -4.522 -1.805 -0.901
*
```

Computed, not measured: a single C17H21N3O3 molecule in a non-equilibrium geometry, with ωB97M-V/def2-TZVPD.

For the HOMO energy, the calculation gives -7.96 eV. As for the energy relative to the best compared isomer or geometry (same formula, charge and spin): 77.89 kcal per mole. The calculation puts the energy at -1050.3721 Ha. Its SMILES is CCOC(=O)C1=NCN2c3ccc(CC)cc3C(=O)N(C)C[C@@H]12.

Structure (ORCA input):
```
! wB97M-V def2-TZVPD RIJCOSX def2/J DEFGRID3
* xyz 0 1
C -5.523 -2.407 1.043
C -4.496 -3.168 0.207
O -3.208 -2.545 0.421
C -2.129 -3.304 0.110
O -2.171 -4.407 -0.365
C -0.791 -2.689 0.321
N 0.341 -3.353 0.414
C 1.480 -2.406 0.496
N 0.867 -1.092 0.428
C 1.647 0.071 0.078
C 3.056 -0.094 0.018
C 3.910 0.952 -0.264
C 3.408 2.225 -0.506
C 4.372 3.389 -0.834
C 4.736 4.087 0.498
C 2.023 2.422 -0.458
C 1.098 1.365 -0.185
C -0.339 1.725 -0.132
O -0.712 2.834 0.205
N -1.360 0.864 -0.566
C -2.770 1.331 -0.530
C -1.115 -0.521 -0.893
C -0.600 -1.206 0.340
H -5.751 -1.430 0.552
H -6.428 -2.955 1.177
H -5.140 -2.179 2.062
H -4.475 -4.216 0.551
H -4.780 -3.148 -0.851
H 2.029 -2.550 1.470
H 2.149 -2.537 -0.367
H 3.520 -1.088 0.153
H 5.000 0.772 -0.280
H 5.259 3.017 -1.389
H 3.872 4.146 -1.457
H 3.797 4.342 1.043
H 5.302 3.370 1.089
H 5.310 5.004 0.314
H 1.646 3.402 -0.681
H -3.029 1.589 0.506
H -2.968 2.200 -1.169
H -3.465 0.566 -0.872
H -2.050 -0.960 -1.195
H -0.431 -0.621 -1.731
H -1.093 -0.795 1.227
*
```

Computed, not measured: a single C17H21N3O3 molecule, with ωB97M-V/def2-TZVPD.

For the HOMO energy, the calculation gives -8.13 eV. As for the energy relative to the best compared isomer or geometry (same formula, charge and spin): 40.13 kcal per mole. The calculation puts the energy at -1050.4323 Ha. Its SMILES is CCOC(=O)N[C@H](Cc1c[nH]c2ccccc12)C(=O)NC1CC1.

Structure (ORCA input):
```
! wB97M-V def2-TZVPD RIJCOSX def2/J DEFGRID3
* xyz 0 1
C 4.881 -0.666 4.275
C 5.020 -1.355 2.924
O 3.750 -1.693 2.373
C 3.096 -0.697 1.732
O 3.535 0.415 1.555
N 1.881 -1.118 1.327
C 1.023 -0.314 0.495
C -0.025 0.425 1.363
C -0.904 1.323 0.562
C -0.654 2.619 0.213
N -1.684 3.112 -0.545
C -2.633 2.141 -0.688
C -3.850 2.158 -1.358
C -4.603 1.003 -1.339
C -4.160 -0.144 -0.674
C -2.955 -0.168 -0.009
C -2.173 0.987 -0.008
C 0.323 -1.249 -0.494
O 0.180 -2.433 -0.259
N -0.103 -0.646 -1.618
C -0.845 -1.326 -2.630
C -0.663 -0.929 -4.063
C -1.946 -0.610 -3.349
H 4.366 0.283 4.151
H 5.866 -0.482 4.694
H 4.313 -1.292 4.959
H 5.552 -0.703 2.223
H 5.547 -2.307 3.020
H 1.626 -2.093 1.414
H 1.641 0.424 -0.027
H -0.628 -0.321 1.883
H 0.526 1.007 2.104
H 0.193 3.232 0.455
H -1.757 4.056 -0.883
H -4.192 3.044 -1.872
H -5.555 0.982 -1.848
H -4.781 -1.027 -0.687
H -2.617 -1.060 0.494
H 0.001 0.353 -1.714
H -0.962 -2.371 -2.377
H -0.665 -1.702 -4.814
H 0.010 -0.113 -4.279
H -2.834 -1.165 -3.603
H -2.141 0.417 -3.082
*
```